The following is a DFT calculation (wB97M-V/def2-TZVPD) of C2H6NO2P as an isolated structure.

Cartesian coordinates (Å):
O 2.1700 -1.3400 0.2312
H 1.1444 2.1012 -0.4904
H -1.1008 -2.3539 -0.4556
O -0.9430 0.5808 -1.2372
H 1.3749 1.3971 1.0763
H 2.7516 1.6817 0.2978
P 1.6692 -0.4119 -0.7182
H -1.7806 -1.6355 0.9144
N -0.5470 -0.2593 -0.4325
C -1.5092 -1.3821 -0.1916
C 1.7120 1.2600 -0.0137
H -2.5111 -1.0867 -0.5989

Values from the calculation:
- LUMO (eV) = -1.49
- highest occupied orbital energy (eV) = -8.63
- electronic energy (eV) = -17041.3885
- ΔE to the lowest compared entry with this formula, charge and spin (eV) = 4.379
- orbital gap (eV) = 7.14